# 1
C29H44B2CsF8N6S | ωB97M-V with the def2-TZVPD basis set

Results
Charge: -1
Gap between HOMO and LUMO, eV: 7.29
Energy above the lowest of the compared OMol25 structures with the same formula, charge and spin, kcal/mol: 0.0

Structure (XYZ):
```
91
Properties=species:S:1:pos:R:3:mulliken_charge:R:1
Cs -14.42353 7.47831 12.48679 0.641
C -17.08295 3.99741 10.72896 -1.343
C -16.02839 3.89950 11.78346 0.588
C -14.72563 3.45127 11.52545 -0.192
C -13.72303 3.45844 12.49070 -0.702
C -14.02709 3.83703 13.80557 -0.102
C -15.35732 4.20064 14.11243 -0.521
C -16.32732 4.23369 13.11043 -0.111
H -17.66877 4.91840 10.92569 0.303
H -17.78523 3.15857 10.68282 0.327
H -16.62875 4.12735 9.73658 0.249
H -14.51874 3.28963 10.46091 0.245
H -12.71395 3.27353 12.24677 0.439
H -13.18811 3.94162 14.51338 0.379
H -15.61518 4.60674 15.08938 0.309
H -17.30916 4.56046 13.43230 0.228
C -10.25706 8.57006 12.46739 -0.702
N -9.80711 8.90244 11.11484 0.269
C -9.27307 10.23792 10.89778 -1.069
C -10.46222 8.30019 10.05211 0.292
N -11.70428 8.04947 10.19032 0.180
C -12.32600 7.02401 9.48452 -0.204
C -11.78440 5.77096 9.43407 -0.193
C -12.33710 4.73456 8.65550 -0.980
C -13.51861 4.94668 7.95545 -0.942
C -14.17022 6.21999 8.05428 0.480
C -15.42648 6.42352 7.44885 -1.027
C -16.19258 7.51065 7.69518 -0.912
C -15.74461 8.53020 8.55885 -0.605
C -14.46116 8.41097 9.10014 0.524
N -14.14132 9.43941 10.01146 0.565
C -14.22425 10.67133 9.68631 -0.155
N -14.08463 11.20331 8.40869 0.404
C -13.44062 10.39227 7.43177 -0.796
C -14.95674 12.19072 7.82514 -1.231
N -14.41895 11.68812 10.62512 0.153
C -14.96874 11.33208 11.96509 -0.983
C -13.39188 12.68120 10.68754 -0.936
C -13.64123 7.24085 8.91198 -0.054
N -9.64865 8.11844 8.93511 0.523
C -8.24785 8.04797 9.04002 -1.256
C -10.17679 7.90501 7.61575 -0.758
H -9.41164 8.64769 13.15742 0.346
H -10.61470 7.55918 12.49496 0.139
H -10.95858 9.26794 12.87748 0.223
H -8.30194 10.34208 11.39988 0.299
H -9.94982 11.02176 11.31175 0.163
H -9.16093 10.37210 9.81974 0.397
H -10.80269 5.63141 9.92515 0.509
H -11.88173 3.76028 8.63987 0.433
H -13.91924 4.16862 7.31954 0.390
H -15.81384 5.66643 6.83502 0.511
H -17.18831 7.53551 7.26731 0.376
H -16.41615 9.36264 8.85135 0.529
H -12.86298 9.62627 7.88194 -0.109
H -12.83782 11.03373 6.78617 0.437
H -14.16498 9.88319 6.75317 0.292
H -15.35071 12.72424 8.68336 0.434
H -15.81148 11.72916 7.31886 0.309
H -14.41837 12.87182 7.17427 0.325
H -15.67056 10.50869 11.91335 0.263
H -15.51112 12.22681 12.31436 0.369
H -14.20533 11.02834 12.70963 0.366
H -13.35752 13.25055 9.76693 0.342
H -12.36609 12.29569 10.97598 0.034
H -13.74528 13.34077 11.48151 0.462
H -7.91387 8.15575 10.07365 0.377
H -7.72981 8.78487 8.42850 0.342
H -7.88007 7.06994 8.72653 0.377
H -11.24103 8.09069 7.67976 -0.021
H -9.87683 6.89257 7.26401 0.321
H -9.78852 8.61730 6.90199 0.400
F -15.74391 8.99278 14.68667 -0.289
B -17.06439 8.50216 14.45010 0.191
F -17.64826 9.23351 13.37795 -0.417
F -17.90330 8.55430 15.55282 -0.347
F -16.84005 7.15628 14.10185 -0.104
F -10.08969 6.50024 15.57997 -0.444
B -11.01541 5.75661 14.76080 0.482
F -10.27683 4.95564 13.92455 -0.370
F -11.89526 6.62585 14.02106 -0.294
F -11.79664 4.99767 15.61588 -0.370
C -10.19142 10.21586 16.21866 -0.795
S -11.86862 10.46692 15.64343 -0.047
C -12.79695 9.23885 16.57737 -0.435
H -9.85437 9.24108 15.87286 0.144
H -10.18834 10.18806 17.32194 0.313
H -9.55634 11.05742 15.93547 0.324
H -12.51085 9.20136 17.63886 0.376
H -12.64208 8.24149 16.16324 -0.067
H -13.84853 9.49794 16.49146 0.189
```


# 2
C16H11CsN4O7S2 | ωB97M-V with the def2-TZVPD basis set

Results
Charge: -2
Gap between HOMO and LUMO, eV: 6.09

Structure (XYZ):
```
41
Properties=species:S:1:pos:R:3:nbo_charge:R:1
Cs 5.85912 9.34290 7.85941 0.964
O 9.66982 4.56282 11.21040 -0.686
C 8.50736 5.32314 11.01942 0.302
C 7.47894 4.95384 10.19600 -0.363
C 6.67335 6.04661 9.53485 0.187
N 6.78251 7.21282 10.04997 -0.476
C 7.64237 7.56744 11.05832 0.122
C 8.53800 6.60477 11.53814 -0.320
C 7.74842 8.96007 11.61551 0.762
O 8.03311 9.22423 12.73843 -0.658
O 7.63016 9.83639 10.60575 -0.760
C 5.82228 5.79724 8.27430 0.734
O 5.14814 4.76277 8.39550 -0.737
O 6.02354 6.58727 7.30297 -0.799
H 9.52454 3.74631 10.76407 0.467
H 7.11946 3.94679 9.99474 0.226
H 9.12487 6.90926 12.42420 0.237
N 9.12587 14.19401 13.91830 -0.856
C 8.38932 13.81233 12.78470 0.169
C 7.68757 14.83283 12.04239 -0.329
C 6.60110 14.54273 11.20761 -0.196
C 6.34517 13.14305 11.05549 -0.322
C 7.21895 12.16023 11.57908 -0.237
C 8.11722 12.46294 12.58691 -0.289
S 4.94004 12.77550 9.86006 2.259
O 4.21813 13.99948 9.73952 -0.989
O 4.21766 11.56939 10.27049 -0.965
N 5.91929 12.44513 8.51942 -0.914
C 5.57385 12.63943 7.27689 0.315
S 4.52511 14.05113 6.68052 0.232
C 4.72510 13.56775 5.07812 -0.546
C 5.49500 12.42074 5.04046 -0.057
N 5.93940 11.88148 6.26493 -0.613
H 9.30229 15.18698 13.95822 0.370
H 9.48841 13.52156 14.60479 0.389
H 7.97862 15.87272 12.11136 0.176
H 5.96034 15.29353 10.82686 0.224
H 7.42983 10.93952 11.11166 0.375
H 8.63002 11.78742 13.26627 0.202
H 4.19197 14.10869 4.29411 0.217
H 5.89945 11.93824 4.14003 0.183
```


# 3
C4H10S2 | ωB97M-V with the def2-TZVPD basis set

Results
Charge: +1
⟨S²⟩: 0.754
Gap between HOMO and LUMO (alpha / beta), eV: 5.99 / 3.19
Energy above the lowest of the compared OMol25 structures with the same formula, charge and spin, kcal/mol: 63.1
Spin multiplicity: 2

Structure (XYZ):
```
16
Properties=species:S:1:pos:R:3:nbo_charge:R:1
C 1.41929 1.33454 1.27499 -0.776
S 1.00508 0.80597 2.94421 0.566
S 2.37455 1.96289 4.04549 0.207
H 0.53374 1.10007 0.67490 0.282
H 1.61206 2.41082 1.23100 0.272
H 2.26518 0.72114 1.01060 0.276
H 2.25800 1.05369 4.99675 0.171
C -1.55850 -0.15299 -2.47808 -0.664
C -0.79497 -1.06587 -1.59711 -0.170
C -1.22916 -2.26826 -1.03808 -0.389
H -1.26165 0.90332 -2.16452 0.204
H -2.59919 -0.37897 -2.23812 0.217
H -1.48757 -0.36925 -3.60290 0.252
H 0.27864 -0.84728 -1.72583 0.165
H -0.58492 -2.98773 -0.81429 0.187
H -2.23059 -2.22209 -0.51902 0.201
```


# 4
C15H36BLaN3O4P2 | ωB97M-V with the def2-TZVPD basis set

Results
Charge: +2
⟨S²⟩: 0.754
Gap between HOMO and LUMO (alpha / beta), eV: 5.12 / 7.21
Energy above the lowest of the compared OMol25 structures with the same formula, charge and spin, kcal/mol: 26.5
Spin multiplicity: 2

Structure (XYZ):
```
62
Properties=species:S:1:pos:R:3:lowdin_spin:R:1
La -0.50523 0.38154 -0.22408 0.229
H 0.50478 -2.64647 -4.72195 0.000
H 1.62033 0.02529 0.89847 0.068
P 1.63129 1.88555 -1.50304 0.034
P -0.66348 -2.22273 1.06746 0.004
C -1.93474 -3.00723 0.00182 -0.001
H -1.72856 -4.08567 -0.05995 0.000
H -2.93493 -2.84814 0.42903 0.000
H -1.94044 -2.56984 -1.00825 0.000
C 0.57761 -3.55872 1.11432 0.000
H 1.14468 -3.51614 2.05454 0.000
H 0.04801 -4.52051 1.05763 0.000
H 1.26519 -3.48351 0.26376 0.000
C -1.47636 -2.46518 2.68908 0.002
H -2.49273 -2.04040 2.67104 0.000
H -1.53848 -3.54463 2.90767 0.000
H -0.89969 -1.95716 3.47561 0.000
C 2.59224 1.59566 -3.02760 0.004
H 3.03752 2.54310 -3.36757 0.000
H 3.38295 0.85467 -2.86544 0.000
H 1.92030 1.22516 -3.81499 0.000
C 0.44294 3.10977 -2.19004 0.000
H -0.37005 3.36485 -1.49249 0.000
H 1.01818 4.01669 -2.41986 0.000
H 0.00290 2.72503 -3.12073 0.000
C 2.73740 3.03459 -0.60704 0.013
H 3.69922 2.56283 -0.36531 0.000
H 2.91478 3.90914 -1.25031 0.002
H 2.26785 3.38114 0.32464 0.001
C 0.09456 0.48281 2.20132 0.183
O 0.21577 0.59341 3.35543 0.133
H 3.29560 0.10296 1.10257 0.002
H 2.48570 -1.31981 1.48208 0.003
H 2.46602 -2.18788 -0.80766 0.017
H 3.69393 -0.46360 -1.17580 0.012
B 2.85621 -1.07326 -0.59832 0.155
N 2.56599 -0.55225 0.80302 0.110
H 0.84185 -2.49952 -4.09273 0.001
C -5.25521 0.21600 1.61267 0.000
C -6.00654 -0.01066 0.31873 0.000
C -5.33706 0.59966 -0.95272 0.000
C -6.24124 0.35450 -2.18386 0.000
C -6.60629 -1.09941 -2.45185 0.000
C -5.18237 2.10721 -0.76120 0.000
O -5.96983 2.94235 -1.15451 0.000
N -4.03808 2.53891 -0.06473 0.001
C -2.85674 1.87369 -0.16017 0.003
O -1.75569 2.35029 0.28693 0.010
N -2.83565 0.66800 -0.74257 0.008
C -3.95318 -0.00916 -1.19318 0.001
O -3.76095 -1.11899 -1.70809 0.000
H -4.36490 -0.42639 1.69029 0.000
H -5.91451 -0.03209 2.45531 0.000
H -4.95214 1.26576 1.72379 0.000
H -6.15159 -1.08082 0.13399 0.000
H -7.01371 0.42862 0.37989 0.000
H -7.15119 0.95759 -2.05769 0.000
H -5.71335 0.76490 -3.05797 0.000
H -7.35860 -1.47085 -1.74124 0.000
H -7.01981 -1.15848 -3.46581 0.000
H -5.69355 -1.70551 -2.39250 0.000
H -3.96030 3.51769 0.17827 0.000
```